Below is C24H40CdF6N3O5S2Si3 as an isolated structure at a distorted geometry, with properties calculated with ωB97M-V/def2-TZVPD.

Positions of all 84 atoms, in Å:
Cd  0.450  0.368  0.331
C  0.087  -2.561  0.372
C  -0.911  -3.003  1.213
C  -0.645  -2.520  2.524
C  0.517  -1.782  2.495
C  0.996  -1.742  1.136
H  0.189  -2.794  -0.678
H  -1.759  -3.608  0.927
H  -1.267  -2.692  3.393
H  1.016  -1.354  3.351
H  2.052  -1.679  0.895
F  -5.490  -1.067  0.104
C  -4.275  -1.408  0.551
F  -4.109  -2.710  0.340
F  -4.234  -1.171  1.861
S  -2.999  -0.344  -0.327
O  -2.070  0.064  0.695
O  -3.796  0.686  -0.930
N  -2.480  -1.403  -1.390
S  -1.473  -0.812  -2.426
O  -0.850  0.422  -1.991
O  -0.671  -1.812  -3.058
C  -2.503  -0.224  -3.885
F  -3.477  -1.087  -4.184
F  -3.042  0.979  -3.710
F  -1.672  -0.147  -4.949
C  3.392  0.113  3.106
Si  3.505  1.181  1.537
C  4.280  0.070  0.206
C  4.879  2.468  1.872
C  1.905  2.035  1.099
Si  0.999  2.778  2.570
C  -0.174  1.568  3.435
C  2.211  3.421  3.904
C  -0.059  4.323  2.233
Si  2.119  3.229  -0.298
C  3.366  2.824  -1.678
C  2.734  4.966  0.260
C  0.447  3.596  -1.136
C  0.308  4.480  -2.205
C  -0.955  4.780  -2.691
C  -2.055  4.210  -2.072
C  -1.838  3.352  -1.006
N  -0.626  3.034  -0.563
H  3.197  -0.930  2.850
H  4.322  0.149  3.679
H  2.585  0.446  3.763
H  5.289  -0.227  0.504
H  4.348  0.586  -0.752
H  3.692  -0.833  0.037
H  5.817  1.982  2.151
H  4.596  3.150  2.678
H  5.064  3.072  0.979
H  0.337  0.667  3.777
H  -0.961  1.247  2.745
H  -0.654  2.031  4.301
H  2.948  2.670  4.198
H  1.665  3.725  4.801
H  2.755  4.295  3.535
H  -0.906  4.082  1.594
H  0.511  5.119  1.748
H  -0.445  4.717  3.177
H  4.386  2.829  -1.287
H  3.312  3.581  -2.465
H  3.189  1.850  -2.130
H  3.704  5.202  -0.182
H  2.844  5.004  1.346
H  2.028  5.748  -0.031
H  1.190  4.930  -2.646
H  -1.080  5.462  -3.523
H  -3.062  4.413  -2.411
H  -2.670  2.891  -0.493
C  2.154  -0.626  -5.294
N  2.399  -0.937  -3.907
C  2.906  -2.261  -3.607
C  1.906  -0.170  -2.921
O  1.975  -0.434  -1.731
H  1.435  -1.327  -5.729
H  3.088  -0.682  -5.858
H  1.750  0.382  -5.378
H  3.856  -2.423  -4.121
H  2.186  -3.019  -3.925
H  3.047  -2.334  -2.532
H  1.433  0.753  -3.288

## Properties
Net charge ... -1
Orbital gap ... 6.89 eV
Lowest unoccupied orbital energy ... 2.415 eV
Relative energy (zero: lowest compared OMol25 entry of this formula, charge and spin) ... 125.2 kJ/mol
HOMO energy ... -4.47 eV

=====

Below is C24H40Cl2N4O5Re as an isolated structure at a distorted geometry, with properties calculated with ωB97M-V/def2-TZVPD.

Positions of all 76 atoms, in Å:
Re  -0.926  -1.314  0.520
C  -3.699  -0.759  2.147
O  -2.623  -1.644  1.778
C  -3.070  -3.020  1.843
C  -2.774  -3.710  0.503
O  -1.379  -3.359  0.092
C  -0.269  -4.335  0.169
C  0.552  -3.995  1.370
O  0.441  -2.593  1.588
C  1.250  -2.147  2.799
H  -4.078  -1.098  3.080
H  -4.497  -0.746  1.340
H  -3.333  0.247  2.178
H  -4.135  -2.954  2.077
H  -2.478  -3.520  2.568
H  -3.378  -3.271  -0.343
H  -2.890  -4.788  0.535
H  0.271  -4.190  -0.779
H  -0.643  -5.375  0.307
H  1.618  -4.236  1.130
H  0.228  -4.454  2.304
H  2.261  -2.344  2.626
H  0.846  -2.703  3.601
H  0.932  -1.147  2.890
C  -0.959  0.326  4.029
N  -0.359  1.491  3.395
C  -0.004  2.639  4.219
C  0.978  3.566  3.464
C  0.281  3.803  2.098
N  0.236  2.514  1.330
C  0.257  2.441  -0.074
C  -0.172  1.445  2.070
O  -0.578  0.389  1.407
H  -2.067  0.658  4.226
H  -0.515  0.272  5.025
H  -0.809  -0.609  3.433
H  0.613  2.353  5.133
H  -0.851  3.101  4.556
H  1.768  2.834  3.143
H  1.367  4.464  3.864
H  0.887  4.453  1.371
H  -0.770  4.148  2.313
H  1.001  1.696  -0.414
H  0.665  3.420  -0.422
H  -0.686  2.195  -0.594
Cl  -8.224  2.479  -1.357
C  -7.211  3.033  -2.599
Cl  -2.326  -0.655  -1.161
H  -6.218  2.569  -2.808
H  -7.611  3.761  -3.133
C  3.473  -0.184  -4.391
N  3.116  -0.722  -3.167
N  1.891  -0.325  -2.565
C  1.795  -1.110  -1.470
O  0.707  -1.000  -0.664
C  2.866  -1.910  -1.364
C  3.804  -1.589  -2.364
C  5.142  -2.002  -2.703
C  1.390  0.949  -2.895
C  2.246  2.084  -2.651
C  1.809  3.310  -3.021
C  0.534  3.500  -3.587
C  -0.266  2.397  -3.916
C  0.157  1.141  -3.553
H  2.619  0.427  -4.812
H  3.605  -1.000  -5.153
H  4.364  0.417  -4.356
H  3.045  -2.624  -0.584
H  5.519  -2.823  -2.056
H  5.883  -1.265  -2.494
H  5.237  -2.453  -3.686
H  3.231  1.787  -2.308
H  2.350  4.314  -2.925
H  0.169  4.451  -3.856
H  -1.170  2.597  -4.448
H  -0.438  0.304  -3.848

## Properties
Net charge ... +4
Orbital gap (alpha / beta) ... 4.69 / 4.69 eV
Multiplicity ... 4
Lowest unoccupied orbital energy (alpha / beta) ... -13.531 / -13.531 eV
Relative energy (zero: lowest compared OMol25 entry of this formula, charge and spin) ... 214.4 kJ/mol
⟨S²⟩ ... 3.7634
HOMO energy (alpha / beta) ... -18.22 / -18.23 eV